This record from OMol25 describes 2 unconnected molecules or ions with the total composition C10H20 at a distorted geometry. The level of theory is wB97M-V/def2-TZVPD.

XYZ file:
```
30
Properties=species:S:1:pos:R:3:forces:R:3
C 2.58683 -0.96016 0.47503 -1.03 -0.15 -0.81
C -2.05921 1.92565 1.67309 -2.62 -0.84 7.08
C 1.73747 -2.26859 -0.08685 -1.10 0.74 1.09
C -1.98491 0.43278 1.85043 3.20 -1.75 -0.97
C -2.46637 0.06979 0.41585 -2.03 -1.15 0.45
C -2.33133 1.28169 -0.45280 -1.12 -0.47 -3.56
C -1.60884 2.22617 0.38982 1.39 3.39 -3.42
C 1.30187 -1.87814 -1.57515 2.14 -3.46 -2.98
C 1.84471 -0.46431 -1.74126 -1.75 1.23 -1.66
C 3.08097 -0.40896 -0.86771 2.18 -3.39 -1.09
H -2.56260 -0.09047 2.61367 -0.07 0.54 0.06
H -1.38322 2.38109 2.43117 -1.13 0.24 -0.02
H -3.38233 1.68919 -0.78297 1.93 -0.58 0.69
H 1.91308 -0.13267 -2.86524 0.22 -0.64 2.17
H -3.54855 0.11098 0.38178 -0.63 -1.01 1.30
H -0.82633 0.19443 2.10553 -2.45 0.00 -0.97
H -1.86376 0.93354 -1.38492 0.21 0.81 0.01
H 1.80528 -0.23680 0.64845 -0.33 0.34 0.88
H 0.63516 -2.39215 0.34837 2.88 -0.16 0.25
H 3.31514 -0.86776 1.38949 -1.35 -1.14 -1.89
H -1.91161 3.26493 0.19691 0.46 -0.02 -0.44
H 4.11785 -0.88200 -1.28846 -2.69 0.64 0.78
H 3.26921 0.56681 -0.76274 1.27 3.87 0.51
H -3.24608 2.02733 1.92371 2.68 1.08 -0.89
H 1.14423 0.29406 -1.24776 0.60 -0.85 -0.74
H 0.29954 -2.30850 -2.01385 1.19 1.76 1.73
H -2.29966 -0.88166 -0.08042 0.88 -0.12 0.29
H 1.91799 -2.51818 -2.45707 -0.74 1.35 2.53
H -0.50285 2.17814 0.25191 -0.64 -0.16 0.36
H 2.50240 -3.06583 0.10978 -1.57 -0.10 -0.73
```
Forces are in eV/Å.

The lowest unoccupied orbital energy comes out at 1.00 eV. The energy above the lowest of the compared OMol25 structures with the same formula, charge and spin is 105.8 kcal/mol. For the HOMO-LUMO gap, the calculation gives 11.09 eV. For the HOMO energy, the calculation gives -10.08 eV. The structure (SMILES) is C1CCCC1.C1CCCC1.